A structure of composition C76H158F3N8O10Y. Source: the Open Molecules 2025 dataset; level of theory: wB97M-V/def2-TZVPD.

Calculated values
DFT total energy, eV: -122927.812
Orbital gap, eV: 2.4
HOMO, eV: -11.74

The geometry in ORCA input format:
```
! wB97M-V def2-TZVPD RIJCOSX def2/J DEFGRID3
* xyz 3 2
Y 4.71831 -1.80942 -0.66341
C 1.21366 -0.92579 0.17187
O 0.71271 -1.63311 -0.92088
O 2.65750 -0.98043 0.19041
C 0.52472 0.45291 0.35098
F 0.67509 0.89039 1.61465
F 1.04756 1.27560 -0.47099
F -0.79536 0.53962 0.04851
C -0.45314 -2.37403 -0.80759
C -0.73903 -3.24783 -2.07311
H -0.16750 -2.96165 -2.95604
H -0.34835 -4.22924 -1.80422
H -1.77730 -3.52609 -2.25378
H -1.30542 -1.73553 -0.57514
H -0.44395 -3.05821 0.04089
H 0.85755 -1.49492 1.03058
C 3.39297 -6.19728 1.46787
C 2.89345 -4.79984 1.23156
C 1.68871 -4.55318 2.20186
C 1.99401 -4.28551 3.64304
C 2.96837 -3.09354 3.61838
C 4.26078 -3.24382 2.74202
N 3.87364 -3.70464 1.39002
O 4.98617 -3.87961 0.66357
C 4.88346 -1.85155 2.61976
C 5.18901 -4.18514 3.66512
C 2.29978 -4.89204 -0.23103
H 2.73735 -7.04762 1.28029
H 3.75182 -6.22688 2.49668
H 4.23609 -6.40605 0.80934
H 1.10056 -3.70260 1.85732
H 0.98154 -5.37438 2.08504
H 2.59126 -5.11787 4.01526
H 1.09333 -4.02568 4.19925
H 3.21313 -2.92038 4.66634
H 2.52039 -2.15385 3.29528
H 4.84254 -1.28315 3.54892
H 5.96566 -1.94135 2.52558
H 4.53130 -1.24491 1.78545
H 6.13302 -4.39275 3.16128
H 5.31175 -3.64597 4.60444
H 4.64701 -5.03236 4.08531
H 2.00070 -3.97617 -0.74076
H 1.52638 -5.66009 -0.23897
H 3.13609 -5.32118 -0.78285
H 5.44009 -4.63901 1.03623
C 2.29806 3.43321 2.91968
C 2.39398 3.83152 4.44900
C 2.20786 5.36299 4.60243
C 1.99302 5.74893 6.07050
C 0.91047 4.86228 6.77697
C 1.22675 3.39644 6.72298
N 1.52085 3.03570 5.31842
O 1.40875 1.74274 4.97876
C 2.39297 3.14278 7.74226
C 0.04286 2.57460 7.28652
C 3.85338 3.54526 4.93150
H 2.50450 2.42988 2.54712
H 2.86227 4.10737 2.27525
H 1.25998 3.62739 2.64991
H 3.10358 5.93709 4.36539
H 1.31929 5.75713 4.10926
H 1.60273 6.76090 6.17858
H 2.94358 5.67804 6.59919
H 0.00230 5.05227 6.20492
H 0.66602 5.15317 7.79860
H 2.91962 2.30459 7.28599
H 3.10855 3.94867 7.90532
H 2.09156 2.88164 8.75669
H 0.29210 1.51456 7.33449
H -0.20234 2.92371 8.28957
H -0.94492 2.62948 6.82894
H 3.96664 3.81144 5.98241
H 4.55768 4.14474 4.35469
H 4.11462 2.48708 4.92169
H 0.48243 1.66411 4.73930
C -6.26872 0.67994 4.08445
C -5.27263 -0.42422 3.63497
C -4.91276 -0.07063 2.16405
C -3.82390 0.94881 1.99537
C -2.56597 0.43735 2.82010
C -2.78407 0.26413 4.35198
N -4.07391 -0.53051 4.51088
O -4.49155 -0.69627 5.81252
C -1.58592 -0.48302 4.92821
C -2.90901 1.70260 4.99724
C -5.93316 -1.82127 3.58144
H -7.25410 0.57310 3.63089
H -5.84960 1.68487 4.03395
H -6.55922 0.38454 5.09265
H -4.73026 -0.90191 1.48305
H -5.77844 0.41877 1.71774
H -3.99434 1.95495 2.37842
H -3.60624 1.12008 0.94114
H -1.71118 1.02760 2.48989
H -2.20935 -0.53122 2.46967
H -1.61555 -1.56076 4.76785
H -0.69023 -0.17328 4.38979
H -1.35036 -0.33953 5.98273
H -2.05100 2.37074 4.92305
H -3.68467 2.26154 4.47376
H -3.06582 1.65705 6.07494
H -6.64590 -1.96443 2.76927
H -6.48225 -1.99215 4.50740
H -5.18457 -2.61085 3.64669
H -4.02489 -1.49937 6.05513
C -4.41395 -2.19442 -4.09423
C -5.52863 -1.45588 -3.22587
C -4.90101 -0.62781 -2.08767
C -4.09761 0.46873 -2.60451
C -4.99710 1.45059 -3.33934
C -5.93426 0.81923 -4.43669
N -6.40340 -0.57507 -4.00300
O -7.26708 -1.23350 -4.84518
C -7.07431 1.70468 -4.61755
C -5.31132 0.62981 -5.84329
C -6.37585 -2.54857 -2.54112
H -4.83730 -2.88704 -4.82165
H -3.74443 -2.83998 -3.52582
H -3.71505 -1.50351 -4.56571
H -5.65868 -0.24459 -1.40417
H -4.27699 -1.31120 -1.51176
H -3.29782 0.05927 -3.22158
H -3.62712 0.94371 -1.74362
H -4.36267 2.20491 -3.80475
H -5.65804 1.95636 -2.63546
H -7.67154 1.57486 -3.71502
H -6.68126 2.68847 -4.87400
H -7.75211 1.52708 -5.45251
H -4.86488 1.51245 -6.30124
H -4.53263 -0.13182 -5.88395
H -6.08627 0.28474 -6.52775
H -5.70319 -3.21660 -2.00320
H -7.06919 -3.12704 -3.15165
H -7.10896 -2.21105 -1.80850
H -8.10391 -0.89286 -4.52071
C -0.36391 -0.27102 -4.35024
C 0.83153 0.29416 -5.18639
C 0.48388 0.56019 -6.66053
C -0.43615 1.78742 -6.93789
C 0.33195 2.96586 -6.42434
C 0.74044 2.84099 -4.93433
N 1.43470 1.54122 -4.62802
O 1.91460 1.42086 -3.35282
C 1.70537 3.99686 -4.76807
C -0.48992 3.02431 -4.06113
C 1.84833 -0.89093 -5.06312
H -1.29107 0.28825 -4.47552
H -0.23430 -0.25540 -3.26809
H -0.69332 -1.30132 -4.48473
H 1.38860 0.57088 -7.26837
H -0.10116 -0.26130 -7.07404
H -1.39788 1.63661 -6.44756
H -0.61153 1.95575 -8.00044
H -0.17196 3.90109 -6.66833
H 1.20352 2.94800 -7.07867
H 2.23085 4.08924 -3.81758
H 2.49639 4.21328 -5.48609
H 1.12296 4.91803 -4.78622
H -0.41238 2.43058 -3.15032
H -0.55897 4.05913 -3.72574
H -1.41859 2.74243 -4.55734
H 2.19652 -1.04586 -4.04191
H 2.67696 -0.70315 -5.74592
H 1.45694 -1.88665 -5.27157
H 1.13057 1.34291 -2.80436
C 5.20519 1.09412 -4.61577
C 6.14122 0.57398 -3.43237
C 7.45016 1.44843 -3.55194
C 7.39664 2.82611 -2.91117
C 6.97797 2.54560 -1.41775
C 5.53006 1.96467 -1.37251
N 5.43198 0.66212 -2.11112
O 4.22708 0.06653 -2.24664
C 5.26848 1.65044 0.10662
C 4.43696 2.94531 -1.78437
C 6.50142 -0.83666 -3.71268
H 5.64454 0.98388 -5.60720
H 5.02905 2.16960 -4.59502
H 4.27146 0.53407 -4.66667
H 8.34513 0.90207 -3.25422
H 7.62745 1.69197 -4.59949
H 6.65209 3.41894 -3.44249
H 8.36012 3.29539 -3.11010
H 7.09846 3.39350 -0.74347
H 7.69280 1.87271 -0.94412
H 5.22782 2.55934 0.70691
H 4.28245 1.21005 0.25458
H 6.01422 1.01012 0.57776
H 3.51266 2.82429 -1.21945
H 4.78608 3.95356 -1.56155
H 4.12706 2.96689 -2.82916
H 7.01520 -0.99978 -4.66005
H 5.60867 -1.46197 -3.70401
H 7.21566 -1.13365 -2.94472
H 3.87171 0.49027 -3.03135
C 0.64511 8.17443 -0.15475
C -0.14563 7.34856 -1.10184
C 0.77888 6.21686 -1.68433
C 1.04272 4.99229 -0.73103
C -0.33630 4.44292 -0.23750
C -1.21886 5.54856 0.43179
N -1.36172 6.69359 -0.46901
O -2.31060 7.55818 -0.05247
C -2.60740 4.94288 0.62757
C -0.60122 5.95355 1.82288
C -0.60568 8.23120 -2.24507
H -0.03670 8.70178 0.51244
H 1.27931 8.87166 -0.70227
H 1.38580 7.65663 0.45463
H 0.38329 5.76297 -2.59295
H 1.74953 6.54424 -2.05684
H 1.64336 5.14215 0.16611
H 1.62607 4.23841 -1.25969
H -0.10383 3.60631 0.42139
H -0.81273 4.08762 -1.15122
H -2.59560 3.98623 1.14987
H -3.20507 5.53619 1.31958
H -3.06563 4.75259 -0.34295
H 0.47810 6.10547 1.83242
H -1.13002 6.82823 2.20158
H -0.80530 5.11299 2.48614
H -1.14139 9.14041 -1.97222
H -1.26906 7.61029 -2.84716
H 0.16090 8.55448 -2.94931
H -2.81108 7.69014 -0.86099
C -2.43581 -9.31365 -1.26979
C -1.34868 -8.45663 -0.65358
C -1.56614 -6.95656 -1.23449
C -2.71059 -6.20724 -0.57534
C -2.54824 -6.29753 0.97661
C -2.38195 -7.73501 1.57551
N -1.35246 -8.53080 0.83158
O -1.09038 -9.81183 1.26894
C -1.77602 -7.45346 2.94065
C -3.67427 -8.52621 1.80654
C 0.08806 -8.79510 -1.14887
H -2.20618 -10.27336 -0.80684
H -3.49516 -9.06265 -1.21613
H -2.14034 -9.40295 -2.31517
H -0.70033 -6.33238 -1.01343
H -1.78412 -6.99018 -2.30195
H -2.73390 -5.19644 -0.98260
H -3.61292 -6.72938 -0.89355
H -3.45367 -5.83651 1.37128
H -1.67765 -5.72968 1.30481
H -2.32746 -6.63066 3.39564
H -0.76252 -7.05598 2.88656
H -1.66337 -8.34116 3.56307
H -3.58344 -9.59292 2.01143
H -4.19951 -8.51566 0.85149
H -4.29398 -8.08316 2.58612
H 0.80718 -8.00961 -0.91656
H 0.43322 -9.72672 -0.70050
H 0.14266 -8.84518 -2.23635
H -0.22553 -9.71295 1.67372
*
```